1 | Formula: C3H5NO
Source: the OMol25 dataset
Level of theory: the ωB97M-V functional and the def2-TZVPD basis

## Properties
LUMO level (eV): 1.0
SMILES: O=CN1CC1
Kohn-Sham gap (eV): 10.8744

```
10
Properties=species:S:1:pos:R:3:nbo_charge:R:1
O 2.407 -0.571 -0.375 -0.53
C 1.505 0.119 0.026 0.56
N 0.258 -0.085 0.685 -0.45
C -0.938 0.619 0.216 -0.25
C -0.720 -0.833 -0.042 -0.24
H 1.590 1.213 -0.257 0.08
H -1.607 0.977 1.000 0.21
H -0.863 1.276 -0.653 0.20
H -0.398 -1.089 -1.094 0.20
H -1.234 -1.624 0.495 0.21
```

---

2 | Formula: C3H5NO
Source: the OMol25 dataset
Level of theory: the ωB97M-V functional and the def2-TZVPD basis

## Properties
LUMO level (eV): 1.0
SMILES: C=C[C@H]1NO1
Kohn-Sham gap (eV): 11.0111

```
10
Properties=species:S:1:pos:R:3:nbo_charge:R:1
C -0.310 1.493 -0.851 -0.39
C -0.722 0.360 -0.236 -0.23
C 0.335 -0.729 0.090 0.16
N 0.302 -1.164 1.416 -0.31
O -0.139 -1.991 0.340 -0.38
H -0.938 2.436 -0.961 0.21
H 0.784 1.676 -1.077 0.19
H -1.863 0.275 -0.045 0.24
H 1.306 -0.646 -0.308 0.17
H 1.246 -1.710 1.633 0.33
```

---

Least stable: 2

---

1 | Formula: C3H5NO
Source: the OMol25 dataset
Level of theory: the ωB97M-V functional and the def2-TZVPD basis

## Properties
LUMO level (eV): 0.5
SMILES: C=CN1CO1
Kohn-Sham gap (eV): 8.9229

```
10
Properties=species:S:1:pos:R:3:nbo_charge:R:1
C -1.601 -0.097 0.107 -0.45
C -0.345 -1.016 -0.241 -0.01
N 0.854 -0.385 -0.459 -0.20
C 1.262 0.831 0.008 0.08
O 1.979 -0.255 0.419 -0.35
H -2.429 -0.684 0.085 0.17
H -1.766 0.908 -0.048 0.19
H -0.537 -2.117 -0.096 0.23
H 1.917 1.470 -0.544 0.17
H 0.666 1.346 0.770 0.17
```

---

2 | Formula: C3H5NO
Source: the OMol25 dataset
Level of theory: the ωB97M-V functional and the def2-TZVPD basis

## Properties
LUMO level (alpha / beta) (eV): -0.6 / -1.4
Kohn-Sham gap (alpha / beta) (eV): 8.6096 / 6.6100

```
10
Properties=species:S:1:pos:R:3:nbo_charge:R:1
C -1.381 0.018 -0.034 -0.69
C -0.004 -0.001 0.489 0.11
O 1.445 -0.865 -0.729 -0.76
C 1.115 0.559 -0.201 0.26
N 1.638 1.635 -0.328 -0.35
H -1.399 0.133 -1.120 0.24
H -1.871 0.898 0.413 0.26
H -1.950 -0.860 0.285 0.24
H 0.149 -0.354 1.511 0.21
H 2.258 -1.164 -0.286 0.48
```

---

3 | Formula: C3H5NO
Source: the OMol25 dataset
Level of theory: the ωB97M-V functional and the def2-TZVPD basis

## Properties
LUMO level (eV): 0.7
SMILES: N/C=C/C=O
Kohn-Sham gap (eV): 9.5022

```
10
Properties=species:S:1:pos:R:3:nbo_charge:R:1
N -2.204 -0.164 -0.112 -0.76
C -0.907 -0.262 0.034 0.11
C 0.017 0.743 0.060 -0.47
C 1.452 0.383 0.011 0.39
O 2.010 -0.688 -0.013 -0.57
H -2.833 -0.963 0.233 0.39
H -2.677 0.680 0.259 0.39
H -0.473 -1.220 0.005 0.21
H -0.261 1.773 -0.177 0.21
H 2.226 1.200 -0.059 0.10
```

---

4 | Formula: C3H5NO
Source: the OMol25 dataset
Level of theory: the ωB97M-V functional and the def2-TZVPD basis

## Properties
LUMO level (eV): -0.2
Kohn-Sham gap (eV): 9.5308

```
10
Properties=species:S:1:pos:R:3:nbo_charge:R:1
C 0.366 1.089 -0.399 0.69
C -0.781 0.367 0.557 -0.54
C -0.242 -0.949 0.003 -0.24
H -0.266 0.631 1.575 0.24
H -1.859 0.512 0.420 0.24
H -1.005 -1.760 -0.250 0.22
H 0.560 -1.405 0.818 0.19
H 1.883 -0.559 -1.171 0.32
N 0.436 -0.109 -1.115 -0.57
O 0.907 2.182 -0.439 -0.55
```

---

Least stable: 1